(1)
81
Properties=species:S:1:pos:R:3:forces:R:3 method="wB97M-V/def2-TZVPD" charge=+4 multiplicity=3 e_lumo_ha="-0.4701 / -0.5217" relative_energy_ev=2.0157 gap_ev="6.3 / 5.1" s_squared=2.299
N -5.833 -1.842 3.981 1.3 3.5 -2.2
C -4.933 -1.026 4.517 0.4 -0.7 1.7
C -4.422 0.084 3.827 -0.6 -0.8 -1.0
C -4.849 0.300 2.499 -1.2 -0.7 0.8
C -5.859 -0.537 1.969 0.8 -0.4 0.9
C -6.287 -1.610 2.744 -1.3 -1.6 -0.1
C -4.142 1.220 1.661 0.3 1.0 -1.0
W 0.233 1.508 -1.492 -1.3 0.5 0.2
P 3.487 0.770 -1.997 2.2 0.2 -1.2
C -4.251 1.193 0.295 1.2 -0.3 0.0
C -3.072 1.450 -0.545 0.0 0.3 0.5
C -3.046 1.218 -1.912 -0.5 -0.1 -0.9
C -1.961 1.728 -2.674 -1.1 -1.3 -0.7
C -1.224 2.713 -2.064 -0.1 0.4 0.7
C -1.203 2.976 -0.686 -0.2 -0.5 0.9
C -1.825 1.907 0.039 -0.5 1.0 -0.1
Br 1.474 2.936 -2.968 0.3 0.1 -0.3
H -3.459 1.923 2.162 0.1 -0.8 -0.3
H -5.171 0.920 -0.229 0.4 -0.5 0.2
H -3.611 0.662 4.259 -0.3 -0.1 0.2
H -6.197 -0.467 0.935 -0.2 -0.1 0.5
H -4.557 -1.261 5.518 -0.2 0.0 -0.2
H -6.991 -2.339 2.335 0.0 0.2 0.1
H -3.817 0.592 -2.365 -0.1 0.6 -0.1
H -1.685 1.794 1.108 0.1 0.1 0.0
H -1.858 1.528 -3.736 0.0 -0.2 0.1
H -0.949 3.918 -0.235 0.4 0.2 -0.2
P -0.269 -1.206 -1.241 -0.9 -1.4 -0.1
C 4.286 2.348 -1.405 -0.9 0.3 0.6
C 5.170 3.104 -2.391 0.6 0.2 -0.4
H 4.806 2.149 -0.453 -0.1 -0.3 -0.4
H 3.447 3.008 -1.138 0.3 -0.2 0.0
H 5.523 4.036 -1.927 -0.2 -0.3 0.1
H 6.069 2.535 -2.665 -0.3 0.2 0.0
H 4.632 3.416 -3.294 0.1 -0.2 0.1
C 3.537 0.464 -3.844 -1.5 0.1 -0.1
C 4.860 0.577 -4.582 0.8 0.0 0.0
H 2.809 1.164 -4.293 0.4 -0.4 0.2
H 3.102 -0.544 -3.995 0.2 0.3 0.3
H 4.672 0.476 -5.660 -0.1 0.0 0.3
H 5.318 1.560 -4.428 0.0 -0.4 -0.1
H 5.556 -0.222 -4.304 -0.1 0.3 -0.1
C 4.437 -0.561 -1.213 -1.1 -0.7 0.7
C 5.937 -0.344 -1.282 0.6 0.5 -0.2
H 4.145 -1.521 -1.655 0.0 0.3 -0.1
H 4.103 -0.595 -0.161 0.2 -0.1 -0.2
H 6.461 -1.215 -0.879 -0.2 0.0 0.0
H 6.281 -0.201 -2.308 0.0 0.0 0.2
H 6.221 0.528 -0.690 0.2 -0.1 -0.1
C 0.583 -2.578 -0.251 0.4 0.6 0.4
C 1.948 -3.021 -0.757 0.5 -0.2 0.0
H -0.095 -3.446 -0.196 -0.1 0.6 -0.4
H 0.667 -2.226 0.788 0.0 -0.1 -0.1
H 2.087 -4.104 -0.615 -0.1 0.4 0.0
H 2.090 -2.823 -1.827 0.0 -0.1 0.2
H 2.745 -2.536 -0.179 -0.1 -0.1 -0.3
C -0.235 -1.929 -2.946 0.4 0.1 0.1
C -1.471 -1.687 -3.809 -0.2 0.0 -0.2
H -0.051 -3.011 -2.836 -0.1 0.3 0.1
H 0.657 -1.503 -3.429 -0.1 -0.2 -0.1
H -1.451 -2.380 -4.660 0.0 0.3 0.2
H -2.411 -1.870 -3.273 0.2 0.0 -0.1
H -1.497 -0.671 -4.216 0.0 -0.2 0.1
C -1.952 -1.711 -0.646 -0.3 0.7 -0.3
C -2.141 -1.757 0.867 0.0 0.0 0.3
H -2.152 -2.699 -1.086 0.2 0.3 0.0
H -2.654 -1.001 -1.101 0.0 -0.4 0.2
H -3.205 -1.917 1.094 0.3 0.0 -0.1
H -1.578 -2.579 1.330 -0.2 0.3 -0.1
H -1.845 -0.821 1.362 0.0 -0.1 -0.1
Br 3.439 -1.074 2.490 -0.7 0.9 -0.2
C 2.418 0.511 2.037 0.7 -1.7 -0.1
C 2.459 1.617 2.862 0.0 0.3 0.0
C 1.810 2.759 2.422 -0.4 0.5 -0.2
C 1.150 2.763 1.199 0.0 -0.5 -0.3
N 1.046 1.639 0.420 1.3 -0.7 1.2
C 1.685 0.498 0.864 0.0 0.9 0.3
H 2.996 1.587 3.804 0.0 0.1 0.0
H 1.792 3.678 3.008 0.2 -0.3 -0.1
H 0.693 3.678 0.825 0.2 -0.4 0.1
H 1.579 -0.411 0.269 0.2 0.5 0.3

(2)
81
Properties=species:S:1:pos:R:3:forces:R:3 method="wB97M-V/def2-TZVPD" charge=+2 multiplicity=1 e_lumo_ha=-0.2326 relative_energy_ev=0.0000 gap_ev=7.3
N 5.007 2.044 -1.860 0.1 0.1 0.1
C 4.881 1.678 -0.580 -0.3 -0.1 -0.3
C 4.038 0.637 -0.173 -0.2 -0.4 -0.7
C 3.353 -0.104 -1.174 0.3 1.3 -0.5
C 3.416 0.371 -2.511 0.5 0.3 0.7
C 4.278 1.435 -2.799 -0.3 -0.4 0.5
C 2.575 -1.295 -0.860 -1.4 -0.6 -0.5
Sr 0.431 0.256 0.311 0.2 -0.2 -0.3
P -2.132 -1.309 0.746 -0.4 -0.5 0.1
C 1.548 -1.750 -1.663 1.3 0.6 0.8
C 0.757 -2.933 -1.398 -0.7 -0.9 0.3
C -0.037 -3.499 -2.427 0.5 0.0 0.4
C -0.639 -4.744 -2.262 0.1 0.0 0.6
C -0.528 -5.394 -1.024 -0.1 0.0 0.0
C 0.192 -4.823 0.036 0.0 0.3 -0.4
C 0.819 -3.590 -0.145 -0.2 -0.5 -0.7
Br -1.455 -7.039 -0.724 0.4 0.6 -0.2
H 2.849 -1.821 0.072 -0.2 0.2 -0.6
H 1.335 -1.236 -2.610 0.1 -0.1 0.4
H 3.944 0.396 0.892 0.2 -0.2 -0.4
H 2.851 -0.088 -3.318 0.3 -0.1 0.2
H 5.505 2.207 0.148 -0.3 -0.1 -0.3
H 4.401 1.766 -3.833 0.0 0.0 0.4
H -0.121 -2.979 -3.382 0.1 -0.2 0.2
H 1.410 -3.177 0.671 -0.1 -0.1 -0.1
H -1.189 -5.217 -3.067 0.0 0.1 0.1
H 0.265 -5.346 0.982 0.0 0.0 -0.1
P -0.893 2.040 -1.720 0.1 0.4 0.0
C -1.689 -2.306 2.228 0.3 0.1 0.2
C -2.464 -3.581 2.549 -0.2 -0.3 0.4
H -1.733 -1.601 3.072 0.1 -0.2 -0.1
H -0.628 -2.579 2.110 -0.2 0.1 0.1
H -2.045 -4.023 3.466 -0.1 0.1 -0.2
H -3.529 -3.403 2.742 0.3 0.0 -0.1
H -2.381 -4.350 1.773 0.0 0.2 0.0
C -2.844 -2.539 -0.423 0.2 0.1 -0.5
C -4.319 -2.932 -0.311 -0.1 -0.3 0.0
H -2.198 -3.431 -0.349 -0.2 0.3 0.0
H -2.669 -2.127 -1.433 0.0 -0.2 0.3
H -4.545 -3.625 -1.137 0.0 0.2 0.3
H -4.547 -3.457 0.628 0.1 0.2 -0.3
H -4.999 -2.077 -0.407 0.2 -0.2 0.0
C -3.531 -0.242 1.272 0.0 0.3 0.0
C -4.492 -0.739 2.348 -0.5 0.0 0.1
H -4.079 -0.003 0.344 0.1 0.0 0.3
H -3.077 0.703 1.616 -0.2 -0.2 -0.2
H -5.241 0.045 2.537 0.2 -0.2 0.0
H -5.042 -1.641 2.050 0.2 0.2 0.0
H -3.995 -0.944 3.301 0.0 0.0 -0.2
C -1.600 3.567 -0.973 0.0 0.1 0.0
C -2.674 3.310 0.089 -0.1 0.1 0.0
H -1.977 4.208 -1.788 0.1 -0.2 0.3
H -0.756 4.101 -0.509 -0.2 -0.1 -0.2
H -3.071 4.263 0.465 0.1 -0.3 -0.1
H -3.514 2.723 -0.306 0.2 0.2 0.1
H -2.258 2.772 0.955 -0.1 0.1 -0.2
C -2.219 1.363 -2.794 -0.1 0.1 0.2
C -1.819 0.095 -3.548 0.0 -0.2 -0.1
H -2.554 2.155 -3.479 0.1 -0.2 0.1
H -3.059 1.139 -2.124 0.1 0.1 -0.1
H -2.663 -0.283 -4.138 0.2 0.1 0.1
H -0.985 0.269 -4.237 -0.2 0.0 0.1
H -1.523 -0.713 -2.863 0.0 0.2 0.0
C 0.365 2.721 -2.874 0.0 -0.1 -0.3
C 1.469 3.529 -2.178 0.0 0.1 -0.1
H -0.158 3.328 -3.634 0.2 -0.2 0.2
H 0.808 1.856 -3.394 -0.1 0.3 0.0
H 2.249 3.805 -2.901 -0.3 0.0 0.2
H 1.074 4.449 -1.727 0.2 -0.2 -0.2
H 1.971 2.952 -1.385 -0.1 0.0 -0.1
Cl 3.322 -0.355 5.393 0.2 -0.2 0.0
C 1.905 0.288 4.701 -0.5 0.1 -0.5
C 1.091 1.151 5.445 -0.2 -0.1 -0.6
C -0.052 1.688 4.848 0.3 -0.3 -0.2
C -0.349 1.354 3.530 0.8 -0.3 0.2
N 0.454 0.536 2.813 0.2 -0.2 0.3
C 1.558 -0.023 3.373 -0.9 1.1 0.9
H 1.361 1.398 6.465 0.0 0.0 -0.1
H -0.695 2.372 5.384 0.0 -0.1 0.1
H -1.242 1.759 3.047 0.3 -0.2 0.0
H 2.172 -0.702 2.780 -0.1 0.1 0.1

(3)
82
Properties=species:S:1:pos:R:3:forces:R:3 method="wB97M-V/def2-TZVPD" charge=+4 multiplicity=1 e_lumo_ha=-0.3775 gap_ev=6.1
C -5.855 2.999 9.353 -1.2 -0.7 -0.3
N -5.061 3.000 8.109 1.6 -0.4 -0.6
C -4.607 1.813 7.567 0.2 1.2 -1.0
C -3.925 1.759 6.354 -1.2 3.5 1.0
C -3.715 3.030 5.683 0.1 -3.7 0.6
C -4.027 4.166 6.339 -0.7 0.8 1.5
C -4.694 4.176 7.550 -0.3 -1.6 0.1
C -3.095 3.021 4.372 2.0 -1.2 -1.6
C -3.234 4.069 3.487 0.0 -0.6 0.9
C -2.515 4.139 2.339 -0.4 0.7 -1.0
N -1.722 3.148 1.990 2.0 -0.3 -1.0
C -1.565 2.049 2.756 0.8 -0.5 -0.3
C -2.225 1.953 3.928 -2.1 1.6 1.1
C -0.841 3.268 0.749 0.1 0.6 2.0
H -5.503 3.788 10.013 0.0 0.0 0.0
H -5.773 1.996 9.849 -0.2 1.1 -0.5
H -6.897 3.209 8.980 0.8 -0.3 0.9
H -4.810 0.921 8.097 -0.4 -0.6 0.6
H -3.595 0.838 5.978 0.2 -1.0 -0.5
H -3.699 5.112 6.051 0.4 1.3 -1.0
H -4.944 5.087 8.070 -0.1 0.0 0.1
H -3.902 4.836 3.700 -1.0 1.4 0.3
H -2.611 5.010 1.677 0.2 -0.6 0.2
H -0.831 1.265 2.479 -0.7 0.7 -0.3
H -2.175 1.069 4.501 0.5 -0.8 0.5
H -0.471 4.315 0.685 -0.2 -0.9 0.0
H -1.476 3.000 -0.037 -0.6 -0.3 -1.5
H -0.059 2.524 0.878 0.1 0.2 -0.3
C 10.976 -2.557 -1.528 -1.2 0.8 -0.6
N 9.653 -1.961 -1.985 0.4 -0.8 0.0
C 9.530 -0.951 -2.828 1.2 2.2 -0.6
C 8.284 -0.379 -3.078 0.4 -1.3 0.2
C 7.132 -0.987 -2.651 -0.4 -1.1 0.3
C 7.268 -2.192 -1.900 -0.4 1.9 -0.9
C 8.530 -2.554 -1.572 -0.6 -0.7 0.1
C 5.809 -0.472 -3.090 0.1 -1.2 0.4
C 4.705 -0.652 -2.281 -0.7 0.3 0.2
C 3.464 -0.270 -2.714 -0.8 0.2 -0.1
N 3.252 0.309 -3.914 1.3 0.2 0.3
C 4.313 0.468 -4.720 0.2 0.1 -0.6
C 5.571 -0.010 -4.366 -0.4 0.6 -0.6
C 1.948 0.890 -4.297 0.0 -1.6 1.2
H 11.708 -2.320 -2.258 0.7 0.2 -0.7
H 10.854 -3.613 -1.449 -0.1 -0.6 0.1
H 11.224 -2.105 -0.596 0.2 0.3 0.7
H 10.442 -0.469 -3.278 -0.9 -0.8 0.7
H 8.177 0.467 -3.681 0.4 1.3 -0.9
H 6.437 -2.824 -1.616 0.0 0.1 0.1
H 8.602 -3.460 -1.058 0.7 -1.1 1.0
H 4.693 -1.066 -1.289 0.5 -0.1 0.3
H 2.604 -0.401 -2.079 -0.4 0.0 0.1
H 4.142 1.023 -5.654 0.1 -0.6 0.4
H 6.327 -0.049 -5.126 0.3 0.4 -0.2
H 1.988 1.926 -4.082 -0.1 1.1 -0.3
H 1.212 0.434 -3.639 -0.1 0.1 0.1
H 1.740 0.578 -5.294 -0.1 0.3 -0.9
C -6.325 -1.362 -3.569 0.6 -1.8 -0.6
O -5.038 -0.998 -3.086 1.3 0.5 -0.2
C -3.955 -1.142 -4.072 -1.5 0.3 1.0
C -2.711 -0.702 -3.307 -0.1 -0.9 0.1
N -2.416 -1.653 -2.147 -2.0 3.3 1.4
H -1.688 -1.251 -1.501 -0.2 0.4 -0.4
H -3.280 -1.730 -1.570 0.2 0.0 -0.4
C -1.967 -2.944 -2.456 0.5 -2.2 -1.2
C -2.018 -3.814 -1.240 1.5 -0.6 0.9
O -3.249 -3.654 -0.586 0.3 -0.1 -0.3
C -3.641 -4.901 -0.064 -0.8 -0.9 -0.3
H -6.928 -0.519 -3.835 -0.1 0.6 -0.5
H -6.889 -1.932 -2.820 0.4 0.2 0.1
H -6.120 -2.056 -4.423 -0.9 0.6 0.4
H -4.078 -0.486 -4.947 -0.1 0.0 0.3
H -4.070 -2.165 -4.419 0.8 -0.3 -0.2
H -2.969 0.299 -2.960 0.3 -0.2 0.5
H -1.783 -0.643 -3.869 -0.1 -0.1 -0.3
H -0.925 -2.798 -2.732 0.0 -0.6 -0.6
H -2.606 -3.455 -3.220 0.7 0.8 0.3
H -1.202 -3.641 -0.506 -0.2 0.5 -0.4
H -1.768 -4.829 -1.598 -0.8 0.1 0.2
H -2.902 -5.371 0.591 0.1 0.2 -0.2
H -3.907 -5.547 -0.908 0.4 -0.3 0.1
H -4.563 -4.815 0.473 -0.4 0.5 0.5
Br 0.244 -0.257 -0.704 -0.1 0.1 -0.2